# 1
# C21H31N7O3

The molecule C21H31N7O3 (ωB97M-V/def2-TZVPD, OMol25).

Values from the calculation:
charge: 0
energy above the lowest of the compared OMol25 structures with the same formula, charge and spin: 0.0 kcal/mol
molar mass: 429.52 g mol⁻¹
lowest unoccupied orbital energy: 0.5 eV

Structure (XYZ):
```
62
C21H31N7O3 (ωB97M-V/def2-TZVPD)
C 6.034 3.220 -1.463
H 5.349 3.860 -2.029
O 5.603 1.882 -1.452
C 4.395 1.592 -0.894
C 3.542 2.519 -0.307
C 2.335 2.117 0.241
C 1.960 0.782 0.206
C 2.815 -0.148 -0.384
C 4.015 0.249 -0.927
H 4.671 -0.463 -1.398
H 2.533 -1.192 -0.429
N 0.730 0.321 0.701
C -0.321 1.055 1.166
O -0.240 2.191 1.566
C -1.615 0.201 1.248
N -1.736 -0.523 -0.049
C -1.476 0.237 -1.135
O -1.183 1.421 -1.032
C -1.411 -0.374 -2.537
N -0.030 -0.453 -2.938
C 0.932 0.503 -3.125
N 2.026 -0.106 -3.544
N 1.735 -1.399 -3.607
N 0.548 -1.636 -3.262
N 0.741 1.829 -2.986
H 1.595 2.362 -2.960
H 0.029 2.102 -2.315
H -1.948 0.298 -3.216
H -1.804 -1.384 -2.623
C -2.474 -1.774 -0.108
H -3.283 -1.716 0.628
H -2.953 -1.858 -1.085
C -1.666 -3.059 0.156
C -2.617 -4.251 0.064
H -3.433 -4.156 0.777
H -2.082 -5.173 0.279
H -3.039 -4.329 -0.935
C -0.504 -3.238 -0.815
H 0.156 -2.375 -0.812
H 0.085 -4.107 -0.532
H -0.851 -3.389 -1.833
H -1.261 -3.026 1.170
C -2.862 1.081 1.433
C -2.912 1.787 2.786
C -2.748 0.797 3.932
C -1.440 0.036 3.757
H -0.608 0.741 3.759
C -1.458 -0.747 2.444
H -0.533 -1.319 2.355
H -2.298 -1.443 2.485
H -1.293 -0.664 4.583
H -2.745 1.329 4.884
H -3.584 0.092 3.943
H -2.110 2.522 2.828
H -3.865 2.312 2.873
H -3.745 0.444 1.322
H -2.877 1.830 0.640
H 0.547 -0.650 0.482
H 1.677 2.842 0.689
H 3.800 3.565 -0.265
H 6.146 3.617 -0.449
H 7.005 3.213 -1.955
```


# 2
# C4H7FN2O

The molecule C4H7FN2O (ωB97M-V/def2-TZVPD, OMol25).

Values from the calculation:
charge: 0
energy above the lowest of the compared OMol25 structures with the same formula, charge and spin: 31.1 kcal/mol
molar mass: 118.11 g mol⁻¹
lowest unoccupied orbital energy: 0.6 eV

Structure (XYZ):
```
15
C4H7FN2O (ωB97M-V/def2-TZVPD)
C 0.117 0.771 -0.611
C -1.252 0.257 -0.307
C -0.955 -0.565 0.947
C 0.964 -0.507 -0.351
H 1.150 1.857 0.848
H 0.319 1.005 -1.724
H -1.942 1.130 -0.231
H -0.894 0.048 1.829
H -1.732 -1.334 1.150
H 0.792 -1.908 1.153
H 2.456 -0.006 -1.477
N 0.315 -1.254 0.592
N 2.146 -0.681 -0.765
O 0.255 1.801 0.301
F -1.739 -0.614 -1.352
```


# 3
# C4H9NO2

A 3-piece molecular cluster, C4H9NO2 overall (ωB97M-V/def2-TZVPD, OMol25).

Values from the calculation:
charge: 0
energy above the lowest of the compared OMol25 structures with the same formula, charge and spin: 18.7 kcal/mol
molar mass: 103.12 g mol⁻¹
lowest unoccupied orbital energy: 0.8 eV

Structure (XYZ):
```
16
C4H9NO2 (ωB97M-V/def2-TZVPD)
C 1.587 0.043 1.111
C 1.201 -0.659 -0.006
N 0.662 0.227 -0.890
C 0.672 1.480 -0.351
C 1.252 1.403 0.889
H 2.078 -0.386 1.964
H 1.283 -1.705 -0.252
H 0.136 -0.026 -1.712
H 0.259 2.311 -0.895
H 1.419 2.229 1.556
H -0.793 -0.639 1.094
H -2.151 -0.033 1.407
O -1.747 -0.829 1.041
H -2.401 -1.415 -2.246
H -1.804 -1.031 -0.872
O -1.654 -0.970 -1.837
```


# 4
# C9H15NO3

The molecule C9H15NO3 (ωB97M-V/def2-TZVPD, OMol25).

Values from the calculation:
charge: 0
energy above the lowest of the compared OMol25 structures with the same formula, charge and spin: 168.4 kcal/mol
molar mass: 185.22 g mol⁻¹
lowest unoccupied orbital energy (spin up / spin down): 0.5 / 0.7 eV

Structure (XYZ):
```
28
C9H15NO3 (ωB97M-V/def2-TZVPD)
C 2.047 -0.687 -0.428
C -0.740 -0.596 0.659
C 0.242 -1.664 0.584
C 0.839 1.123 0.497
C 3.370 -0.854 -1.213
C -0.312 -3.047 0.820
C -2.625 0.833 -0.234
C -0.304 3.297 0.359
C -1.377 0.050 -0.618
N 1.308 -1.695 -0.139
O 1.713 0.553 -0.247
O -0.033 0.550 1.284
O 0.873 2.514 0.510
H -1.450 -0.930 1.408
H 3.472 0.026 -1.754
H 3.385 -1.712 -1.837
H 4.277 -0.924 -0.407
H -1.235 -3.429 0.180
H -0.739 -3.171 1.850
H 0.473 -3.648 0.508
H -3.576 0.166 -0.020
H -3.168 1.636 -0.905
H -2.359 1.365 0.621
H -1.092 2.676 0.873
H -0.578 3.256 -0.677
H -0.169 4.351 0.667
H -0.528 0.665 -1.060
H -1.714 -0.706 -1.282
```


Question: Which value of molar mass does entry 2 give?
Answer: 118.11 g mol⁻¹


Question: Among the records above, which one has the highest energy above the lowest of the compared OMol25 structures with the same formula, charge and spin?
Answer: C9H15NO3


Repeat the fourth record exactly.
# C9H15NO3

The molecule C9H15NO3 (ωB97M-V/def2-TZVPD, OMol25).

Values from the calculation:
charge: 0
energy above the lowest of the compared OMol25 structures with the same formula, charge and spin: 168.4 kcal/mol
molar mass: 185.22 g mol⁻¹
lowest unoccupied orbital energy (spin up / spin down): 0.5 / 0.7 eV

Structure (XYZ):
```
28
C9H15NO3 (ωB97M-V/def2-TZVPD)
C 2.047 -0.687 -0.428
C -0.740 -0.596 0.659
C 0.242 -1.664 0.584
C 0.839 1.123 0.497
C 3.370 -0.854 -1.213
C -0.312 -3.047 0.820
C -2.625 0.833 -0.234
C -0.304 3.297 0.359
C -1.377 0.050 -0.618
N 1.308 -1.695 -0.139
O 1.713 0.553 -0.247
O -0.033 0.550 1.284
O 0.873 2.514 0.510
H -1.450 -0.930 1.408
H 3.472 0.026 -1.754
H 3.385 -1.712 -1.837
H 4.277 -0.924 -0.407
H -1.235 -3.429 0.180
H -0.739 -3.171 1.850
H 0.473 -3.648 0.508
H -3.576 0.166 -0.020
H -3.168 1.636 -0.905
H -2.359 1.365 0.621
H -1.092 2.676 0.873
H -0.578 3.256 -0.677
H -0.169 4.351 0.667
H -0.528 0.665 -1.060
H -1.714 -0.706 -1.282
```